A structure of composition C24H24BCsN9O2. Source: the OMol25 dataset; level of theory: wB97M-V/def2-TZVPD.

```
61
Properties=species:S:1:pos:R:3:mulliken_spin:R:1
Cs -0.1859 -1.9909 -1.7274 0.00
C -1.0700 2.1235 -2.6407 0.05
C -0.3739 1.9952 -1.3608 0.27
C -0.6238 2.6365 -0.1224 0.03
C 0.3267 2.1622 0.7058 0.13
N 1.1249 1.2442 -0.0303 0.29
N 0.7052 1.1241 -1.2319 0.18
B 2.3102 0.4813 0.7422 -0.04
N 3.1957 -0.3442 -0.1781 0.00
C 4.4140 -0.8169 0.1871 0.00
C 4.8323 -1.6972 -0.7746 0.00
C 3.7801 -1.7198 -1.7138 0.00
C 3.6896 -2.4982 -2.9859 0.00
N 2.7981 -0.9164 -1.3381 0.00
N 1.5486 -0.3664 1.7559 0.02
C 1.5918 -0.4855 3.1008 0.00
C 0.6836 -1.4524 3.4610 0.01
C 0.1161 -1.8869 2.2469 0.00
C -0.9313 -2.9292 2.0196 0.00
N 0.6455 -1.2306 1.2273 0.00
N 3.1543 1.5836 1.3783 0.01
C 4.1618 2.2599 0.7691 0.00
C 4.4927 3.3232 1.5668 0.00
C 3.6167 3.2340 2.6700 0.00
C 3.5452 4.1130 3.8743 0.00
N 2.8098 2.1933 2.5408 0.00
H -1.4639 3.1282 -2.7837 0.01
H -0.4203 1.8403 -3.4670 0.01
H -1.9262 1.4322 -2.5960 0.04
H -1.4057 3.3430 0.0897 0.00
H 0.5749 2.3451 1.7396 -0.01
H 4.8860 -0.4895 1.0988 0.00
H 5.7596 -2.2435 -0.8035 0.00
H 4.5318 -2.2798 -3.6431 0.00
H 3.6942 -3.5731 -2.7964 0.00
H 2.7753 -2.2414 -3.5204 0.00
H 2.2410 0.1424 3.6838 0.00
H 0.4543 -1.7956 4.4553 0.00
H -1.3736 -3.2441 2.9632 0.00
H -1.7348 -2.5485 1.3866 0.00
H -0.5099 -3.8170 1.5439 0.00
H 4.5605 1.9329 -0.1765 0.00
H 5.2620 4.0565 1.3933 0.00
H 3.7705 5.1471 3.6162 0.00
H 2.5510 4.0693 4.3159 0.00
H 4.2642 3.7946 4.6312 0.00
O -4.1841 -3.9535 -2.5692 0.00
C -4.2388 -2.7961 -2.2020 0.00
N -3.1726 -1.9609 -1.9639 0.00
C -3.6299 -0.7575 -1.5636 0.00
O -2.9283 0.2205 -1.2698 0.00
C -5.1386 -0.7675 -1.5300 0.00
C -6.0673 0.1966 -1.2027 0.00
C -7.4142 -0.1549 -1.2923 0.00
C -7.7965 -1.4299 -1.6961 0.00
C -6.8446 -2.3961 -2.0233 0.00
C -5.5193 -2.0340 -1.9306 0.00
H -5.7584 1.1857 -0.8892 0.00
H -8.1777 0.5720 -1.0451 0.00
H -8.8503 -1.6714 -1.7560 0.00
H -7.1282 -3.3918 -2.3389 0.00
```

Calculated values
**Kohn-Sham gap (alpha / beta)**: 0.307 / 0.177 hartree
**<S²>**: 0.76
**Max |F|**: 0.23 eV/A
**Energy**: -1617.3378 a.u.
**Spin multiplicity**: 2



A structure of composition C24H24CaClN4O5. Source: the OMol25 dataset; level of theory: wB97M-V/def2-TZVPD.

```
59
Properties=species:S:1:pos:R:3:mulliken_charge:R:1
Ca 9.2970 8.6296 8.5617 1.96
O 5.7894 6.6645 12.7010 -0.57
C 6.8668 6.9631 13.3932 0.39
O 6.8442 7.1295 14.6147 -0.61
C 8.0831 7.3192 12.6556 -0.29
C 9.2960 7.7603 13.0896 0.67
Cl 9.7730 7.6783 14.6917 -0.08
N 10.0961 8.1908 12.0747 0.39
N 9.3166 8.3628 10.9125 -0.66
C 8.1724 7.7344 11.2185 -0.02
C 7.2426 7.4580 10.1335 1.23
O 6.0212 7.2854 10.3304 -0.67
O 7.6804 7.3354 8.9535 -1.00
C 11.3430 8.7739 12.2470 0.12
C 12.3487 7.9419 12.8856 -0.22
C 13.6724 8.3569 12.8901 -0.72
C 13.9684 9.6422 12.4004 -0.53
C 13.0382 10.4358 11.7999 -0.63
C 11.7161 9.9724 11.7131 -0.07
H 5.7841 6.9565 11.6983 0.41
H 12.0390 6.9625 13.2624 0.44
H 14.4832 7.6293 13.2427 0.33
H 15.0026 9.9628 12.3950 0.43
H 13.2147 11.3641 11.2739 0.43
H 10.9308 10.6780 11.3484 0.37
C 14.0734 9.6673 6.5812 -0.95
N 14.0315 8.9734 7.8553 0.07
C 15.1441 8.6011 8.7003 -0.68
C 12.7690 8.6242 8.2036 0.35
N 11.6361 8.3729 8.4125 -0.76
H 15.0946 9.8337 6.2840 0.35
H 13.6139 10.6649 6.7330 0.33
H 13.6040 9.0645 5.8019 0.35
H 15.9581 9.2976 8.5443 0.35
H 15.4089 7.5837 8.4248 0.33
H 14.8860 8.6143 9.7673 0.14
C 4.9541 12.0080 13.4112 -1.40
C 5.3965 12.1131 11.9933 0.62
C 5.2361 10.9350 11.2285 -0.78
C 5.5579 10.9527 9.8764 0.50
C 4.8101 10.1147 8.8351 -1.20
C 6.5726 11.8724 9.5007 0.58
C 7.7734 11.5205 8.7695 -0.21
O 8.0468 10.4470 8.1657 -0.88
C 6.6539 13.1247 10.1318 0.87
C 7.3604 14.3489 9.6185 -1.76
C 5.9595 13.2262 11.3872 -0.73
H 3.8303 11.9004 13.4646 0.34
H 4.9440 12.9395 13.9476 0.40
H 5.4764 11.1525 13.9264 0.29
H 4.7534 10.0603 11.6208 0.51
H 4.0671 10.7984 8.2771 0.36
H 4.1673 9.3936 9.3814 0.35
H 5.5330 9.6895 8.0851 0.28
H 8.5777 12.3186 8.7837 0.34
H 6.8364 15.1931 10.0088 0.48
H 7.3557 14.3668 8.5255 0.38
H 8.4419 14.3269 9.9469 0.33
H 6.0890 14.1782 11.9379 0.33
```

Calculated values
**Charge**: +1
**Kohn-Sham gap**: 0.297 hartree
**Max |F|**: 4.59 eV/A
**Energy**: -2661.8155 a.u.



A structure of composition C24H24FN5S3Tc. Source: the OMol25 dataset; level of theory: wB97M-V/def2-TZVPD.

```
58
Properties=species:S:1:pos:R:3:mulliken_spin:R:1
Tc 0.1503 0.0641 -0.1944 1.01
C 3.7066 1.1165 2.0571 -0.01
C 3.5851 0.4525 3.2784 0.01
C 2.5335 -0.4156 3.4585 -0.01
C 1.5987 -0.6057 2.4361 0.02
N 1.6714 0.1109 1.2946 -0.04
C 2.7407 0.9213 1.1036 0.02
N 0.6547 -1.5881 2.6716 -0.02
C -0.2098 -2.0218 1.8488 0.02
N -0.5100 -1.5358 0.5353 -0.07
C -1.5918 -2.3185 0.0170 0.00
N -2.1870 -2.2004 -1.0998 -0.01
C -1.8068 -1.3563 -2.1326 0.01
C -2.5253 -1.5050 -3.3220 -0.01
C -2.1682 -0.7795 -4.4329 0.01
C -1.0704 0.0774 -4.3469 0.00
C -0.4192 0.1935 -3.1456 0.01
N -0.7921 -0.4819 -2.0367 -0.01
C -1.9347 -3.3199 1.0262 0.00
C -2.8845 -4.3264 0.9869 0.00
C -2.9689 -5.1521 2.0990 0.00
C -2.1276 -4.9767 3.2026 0.00
C -1.1747 -3.9690 3.2308 0.00
C -1.1020 -3.1458 2.1190 -0.01
H 4.5416 1.7682 1.8440 0.00
H 4.3179 0.5942 4.0616 0.00
H 2.4095 -0.9977 4.3598 0.00
H 2.8039 1.3972 0.1360 0.00
H -3.3361 -2.2184 -3.3303 0.00
H -2.7133 -0.8904 -5.3605 0.00
H -0.7186 0.6352 -5.2031 0.00
H 0.4508 0.8250 -3.0384 0.00
H -3.5250 -4.4604 0.1264 0.00
H -3.6957 -5.9529 2.1146 0.00
H -2.2221 -5.6457 4.0471 0.00
H -0.5153 -3.8292 4.0760 0.00
C -0.1344 2.4533 2.1817 0.00
C 0.0142 3.4120 1.0148 0.00
S 0.3917 2.5477 -0.5406 -0.01
C -0.8061 3.3440 -1.6568 0.00
C -2.2957 3.2589 -1.3112 0.00
S -2.9168 1.5618 -1.1994 0.05
C -3.6652 1.4524 0.4299 0.00
C -2.7785 1.8353 1.5963 0.01
S -1.1504 1.0128 1.7661 -0.02
H 0.8268 2.0551 2.4999 0.00
H -0.5750 2.9452 3.0495 0.00
H -0.8989 3.9776 0.8502 0.00
H 0.8059 4.1331 1.2173 0.00
H -0.4972 4.3905 -1.6951 0.00
H -0.6004 2.9235 -2.6402 0.00
H -2.5270 3.8115 -0.4016 0.00
H -2.8375 3.7631 -2.1117 0.00
H -4.5670 2.0633 0.4951 0.00
H -3.9887 0.4123 0.5057 0.00
H -2.5792 2.9050 1.5984 0.00
H -3.2908 1.6025 2.5308 0.00
F 1.6271 -0.0190 -1.2927 0.05
```

Calculated values
**Charge**: +2
**Kohn-Sham gap (alpha / beta)**: 0.231 / 0.238 hartree
**<S²>**: 0.77
**Max |F|**: 0.61 eV/A
**Energy**: -2577.5180 a.u.
**Spin multiplicity**: 2



A structure of composition C24H24IrN4O3PS. Source: the OMol25 dataset; level of theory: wB97M-V/def2-TZVPD.

```
58
Properties=species:S:1:pos:R:3:mulliken_charge:R:1
Ir 0.0491 0.6467 -0.9965 2.23
O -1.8715 0.1147 -0.9917 -0.62
N -2.6669 0.7598 -0.1002 0.29
C -3.9048 0.2376 0.0497 -0.31
C -4.8052 0.8394 0.8791 -0.85
C -4.4210 1.9956 1.5674 -0.21
C -3.1528 2.4943 1.4051 -0.88
C -2.2449 1.8577 0.5511 0.92
S -0.6166 2.4069 0.3286 -0.56
H -4.0889 -0.6505 -0.5352 0.52
H -5.7927 0.4164 0.9854 0.47
H -5.1181 2.4932 2.2274 0.45
H -2.8205 3.3801 1.9276 0.45
N 1.1103 -2.0570 -0.2696 0.08
P 0.5250 -0.7410 0.6234 0.87
C -0.9108 -1.3096 1.5332 0.11
C -1.3335 -0.5781 2.6445 -0.30
C -2.4851 -0.9553 3.3172 -0.90
C -3.2097 -2.0600 2.8874 -0.49
C -2.7931 -2.7852 1.7785 -0.79
C -1.6485 -2.4072 1.0937 -0.53
C 1.7656 -0.3255 1.8376 0.64
C 1.9323 -1.1839 2.9290 -0.40
C 2.9224 -0.9259 3.8607 -0.81
C 3.7344 0.1920 3.7159 -0.54
C 3.5623 1.0509 2.6396 -0.78
C 2.5819 0.7939 1.6941 -0.38
C 0.9795 -2.0974 -1.6423 0.71
C 1.3161 -3.2265 -2.3886 -1.01
C 1.1277 -3.1967 -3.7510 -0.30
C 0.6024 -2.0540 -4.3553 -0.91
C 0.3023 -0.9785 -3.5605 -0.24
N 0.4999 -0.9888 -2.2265 -0.36
H 1.5345 -2.8518 0.1867 0.30
H -0.7591 0.2744 2.9890 0.51
H -2.8075 -0.3977 4.1865 0.47
H -4.0988 -2.3627 3.4247 0.46
H -3.3554 -3.6498 1.4521 0.46
H -1.3294 -2.9702 0.2255 0.38
H 1.2824 -2.0413 3.0614 0.44
H 3.0541 -1.5890 4.7047 0.43
H 4.5007 0.3973 4.4514 0.41
H 4.1922 1.9243 2.5398 0.43
H 2.4499 1.4589 0.8530 0.24
H 1.7064 -4.1042 -1.8925 0.48
H 1.3783 -4.0638 -4.3472 0.44
H 0.4260 -2.0080 -5.4193 0.44
H -0.1110 -0.0633 -3.9621 0.54
N 2.2984 3.8644 -4.0349 -0.21
C 2.8753 3.0053 -2.9472 -0.67
C 1.7209 2.1725 -2.4020 0.89
O 1.9580 1.4360 -1.4048 -0.87
O 0.6138 2.2700 -2.9574 -0.84
H 2.3087 4.8568 -3.7997 0.37
H 1.3072 3.5459 -4.1116 0.32
H 2.7697 3.7474 -4.9313 0.37
H 3.3068 3.6276 -2.1681 0.33
H 3.6513 2.3628 -3.3557 0.30
```

Calculated values
**Charge**: +2
**Kohn-Sham gap**: 0.299 hartree
**Max |F|**: 0.10 eV/A
**Energy**: -2217.1870 a.u.



An isolated molecule of C24H24N2O3S. Source: the OMol25 dataset; level of theory: wB97M-V/def2-TZVPD.

```
54
Properties=species:S:1:pos:R:3:mulliken_charge:R:1
C 3.8985 1.6548 1.5961 -1.07
S 3.4255 2.2060 -0.0749 1.25
O 2.2720 3.0458 0.0256 -0.64
O 4.5956 2.7455 -0.6985 -0.71
N 3.0138 0.8345 -0.9337 0.02
C 4.1471 0.1126 -1.4879 -1.59
C 4.8542 -0.6765 -0.4167 0.69
C 4.2092 -1.7364 0.2113 -0.03
C 4.8364 -2.4332 1.2291 -0.77
C 6.1160 -2.0815 1.6258 -0.42
C 6.7650 -1.0290 1.0029 -0.57
C 6.1353 -0.3268 -0.0108 -0.44
C 1.7527 0.2493 -0.8095 1.37
C 0.9539 0.5046 0.3041 -0.33
C -0.3082 -0.0497 0.4068 -0.59
C -0.8052 -0.8785 -0.5899 -0.42
C -2.1436 -1.5378 -0.4341 0.12
O -2.2520 -2.6572 0.0333 -0.69
N -3.2034 -0.8163 -0.8564 0.12
C -3.1512 0.5327 -1.3623 -1.03
C -3.7170 1.4862 -0.3105 -0.79
C -5.0665 1.0147 0.1593 0.68
C -5.9442 1.9047 0.7675 -0.64
C -7.1841 1.4883 1.2122 -0.61
C -7.5638 0.1658 1.0494 -0.53
C -6.6980 -0.7264 0.4475 -0.73
C -5.4469 -0.3151 0.0027 0.90
C -4.5435 -1.3205 -0.6623 -1.39
C -0.0098 -1.1437 -1.6969 -0.56
C 1.2457 -0.5808 -1.8118 -0.51
H 4.9791 1.6212 1.6302 0.40
H 3.5133 2.3848 2.2966 0.43
H 3.4824 0.6748 1.7900 0.33
H 4.8159 0.8641 -1.9092 0.52
H 3.8067 -0.5477 -2.2863 0.40
H 3.2109 -2.0131 -0.0969 0.49
H 4.3264 -3.2546 1.7100 0.42
H 6.6063 -2.6282 2.4174 0.40
H 7.7636 -0.7532 1.3081 0.39
H 6.6345 0.5017 -0.4914 0.40
H 1.3051 1.1620 1.0797 0.30
H -0.9079 0.1534 1.2819 0.55
H -3.7632 0.5821 -2.2709 0.43
H -2.1241 0.7985 -1.6148 0.42
H -3.0319 1.5255 0.5418 0.26
H -3.7916 2.4952 -0.7197 0.47
H -5.6448 2.9361 0.8890 0.43
H -7.8542 2.1922 1.6825 0.39
H -8.5315 -0.1680 1.3925 0.39
H -6.9872 -1.7596 0.3191 0.42
H -4.9736 -1.6018 -1.6352 0.33
H -4.4646 -2.2275 -0.0557 0.52
H -0.3808 -1.7891 -2.4793 0.46
H 1.8280 -0.7847 -2.6967 0.36
```

Calculated values
**Kohn-Sham gap**: 0.343 hartree
**Max |F|**: 1.10 eV/A
**Energy**: -1662.3866 a.u.



A structure of composition C24H24N3O4SiW. Source: the OMol25 dataset; level of theory: wB97M-V/def2-TZVPD.

```
57
Properties=species:S:1:pos:R:3:mulliken_spin:R:1
W -0.5309 0.3289 0.4835 1.83
C 3.2808 -0.2437 -0.5135 0.00
C 2.1823 -1.2364 -0.4463 0.03
N 0.8722 -0.9960 -0.3641 -0.04
C 0.2288 -2.2177 -0.4664 0.04
C 1.1494 -3.2066 -0.5717 0.00
N 2.3634 -2.5632 -0.5720 0.01
C 1.1177 -4.6920 -0.7099 0.00
O -0.0688 -5.2657 -0.7469 0.00
O 2.1590 -5.2764 -0.8279 0.00
C -1.2439 -2.2034 -0.5585 -0.03
O -1.9131 -3.2081 -0.6151 0.01
O -1.7005 -0.9585 -0.5811 -0.02
H 2.8851 0.7625 -0.3987 -0.01
H 3.7644 -0.3051 -1.4897 0.00
H 4.0294 -0.4375 0.2541 0.00
H 3.2410 -3.0550 -0.6843 0.00
H -0.8052 -4.6171 -0.6483 0.00
C 2.4518 -0.1241 2.7694 0.03
C 1.0571 0.0827 3.2331 0.04
C 0.5665 0.2504 4.4813 -0.03
C -0.8615 0.4287 4.4040 0.00
C -1.1955 0.3458 3.1032 0.02
C -2.4874 0.4321 2.3585 0.04
N -0.0180 0.1460 2.3213 0.10
H 3.1487 0.0856 3.5786 0.00
H 2.6950 0.5568 1.9519 -0.01
H 2.6247 -1.1509 2.4362 0.00
H 1.1625 0.2681 5.3794 0.00
H -1.5324 0.5957 5.2304 0.00
H -3.2244 1.0268 2.8994 0.01
H -2.9253 -0.5339 2.1000 0.00
H -2.4366 1.0415 1.4184 0.00
C -4.1658 3.0547 -0.5671 0.01
C -3.3867 2.0575 -1.1247 0.02
C -2.0137 2.0835 -0.8699 -0.05
C -1.3917 3.0720 -0.1036 0.01
C -2.2184 4.0435 0.4757 0.03
C -3.5786 4.0346 0.2336 0.01
Si 0.4198 2.6953 0.1725 -0.06
C 1.5750 3.0654 -1.2304 0.00
C 2.4844 4.1194 -1.1006 0.00
C 3.3556 4.4387 -2.1321 0.00
C 3.3308 3.7070 -3.3099 0.00
C 2.4352 2.6563 -3.4573 0.00
C 1.5698 2.3391 -2.4227 0.01
H -5.2331 3.0741 -0.7412 0.00
H -3.8189 1.2681 -1.7234 0.00
H -1.4106 1.3134 -1.3983 0.00
H -1.7958 4.8114 1.1108 0.00
H -4.2046 4.8019 0.6704 0.00
H 0.9104 3.3327 1.4163 0.00
H 2.5222 4.7003 -0.1866 0.00
H 4.0525 5.2578 -2.0169 0.00
H 4.0116 3.9540 -4.1137 0.00
H 2.4118 2.0870 -4.3771 0.00
H 0.8842 1.5060 -2.5587 0.00
```

Calculated values
**Charge**: +1
**Kohn-Sham gap (alpha / beta)**: 0.273 / 0.274 hartree
**<S²>**: 2.02
**Max |F|**: 0.74 eV/A
**Energy**: -1750.5757 a.u.
**Spin multiplicity**: 3